Formula: C3H6N2OS2
Source: OMol25
Level of theory: ωB97M-V with the def2-TZVPD basis set

Spin multiplicity ... 1

XYZ file:
```
14
Properties=species:S:1:pos:R:3:forces:R:3
C 1.59813 0.60848 0.23376 0.122 -0.799 -1.430
C 2.27138 1.89376 -0.00066 1.416 1.655 3.359
C -2.98118 -1.31097 -0.19365 -2.470 0.372 1.211
N 0.32387 0.54050 0.37733 -2.201 0.542 0.553
N -1.95701 -0.36688 -0.11259 3.640 1.369 0.229
O 1.25214 -1.81040 -0.07445 0.461 -0.430 0.298
S 2.43666 -0.81470 -0.13587 -0.274 0.052 -0.293
S -0.57254 -0.78245 0.49020 -1.407 0.097 -0.454
H 3.28956 1.62502 -0.28879 0.108 0.488 -0.134
H 2.38255 2.41639 1.11310 -0.357 -0.922 -2.972
H 1.82618 2.59748 -0.73159 -0.035 -0.700 0.614
H -3.34225 -1.33309 -1.21175 -0.525 0.318 -0.237
H -2.70924 -2.31962 -0.00673 0.303 -1.117 0.767
H -3.81823 -0.94351 0.54170 1.217 -0.925 -1.512
```
Positions in Å, forces in eV/Å.


Formula: C3H6N2OS2
Source: OMol25
Level of theory: ωB97M-V with the def2-TZVPD basis set

Structure (SMILES) ... NN(C=S)C(=S)CO
Spin multiplicity ... 1

XYZ file:
```
14
Properties=species:S:1:pos:R:3:forces:R:3
N -0.02789 -0.62757 -1.27144 1.019 -3.144 -4.534
N -0.31377 -0.71659 0.04567 -2.732 -3.400 -1.269
C -1.26935 -1.59415 0.52974 2.296 6.050 6.739
S -2.09660 -2.54243 -0.19189 -5.305 -6.935 -5.502
C 0.27277 -0.02615 0.93839 3.298 4.653 1.368
S 0.25153 -0.29962 2.58244 0.575 0.842 -0.649
C 1.10990 1.13039 0.18313 1.088 1.071 1.517
O 0.60948 2.00594 -0.84622 -2.912 3.064 2.143
H -0.37111 0.14990 -1.77290 -0.684 1.273 0.158
H -0.17710 -1.50364 -2.00048 0.215 2.336 3.648
H -1.55564 -1.33149 1.64328 1.164 -0.491 -2.218
H 1.86889 0.62665 -0.41892 0.312 -0.320 0.823
H 1.52202 1.82471 0.96278 0.003 -1.207 -0.453
H 0.17688 2.90405 -0.38356 1.661 -3.791 -1.770
```
Positions in Å, forces in eV/Å.


Formula: C3H6N2S
Source: OMol25
Level of theory: ωB97M-V with the def2-TZVPD basis set

Structure (SMILES) ... CN/N=C/C=S
Spin multiplicity ... 1

XYZ file:
```
12
Properties=species:S:1:pos:R:3:forces:R:3
C 1.70523 -0.03419 -1.45822 1.549 -0.437 0.170
N 0.38787 0.10476 -0.92777 -0.750 -0.237 0.599
N 0.03232 -0.32385 0.28539 0.333 -0.551 -0.346
C -1.08183 0.10183 0.78144 0.118 0.471 -0.085
C -1.61878 -0.41169 2.02982 0.326 -0.017 0.132
S -3.02140 0.26958 2.63926 1.770 -1.276 -0.319
H 2.40321 0.69476 -1.03307 -0.091 0.300 -0.077
H 2.17703 -0.99678 -1.16835 -0.720 0.295 -0.377
H 1.72802 0.09455 -2.56240 -0.300 -0.252 0.783
H -0.17911 0.82934 -1.31717 -0.354 0.505 -0.287
H -1.60992 0.92990 0.29105 -0.170 -0.286 0.051
H -0.92262 -1.25820 2.44000 -1.713 1.485 -0.244
```
Positions in Å, forces in eV/Å.


Formula: C3H6N2S
Source: OMol25
Level of theory: ωB97M-V with the def2-TZVPD basis set

Structure (SMILES) ... N[C@H]1CNC1=S
Spin multiplicity ... 1

XYZ file:
```
12
Properties=species:S:1:pos:R:3:forces:R:3
N -0.40866 1.68778 -0.23864 0.099 0.718 -2.402
C -0.17289 0.45711 0.46378 -0.039 0.605 -0.622
C -0.91586 -0.81530 0.00670 -0.520 -1.366 1.239
N 0.39581 -1.44197 -0.23888 -0.215 1.083 0.505
C 1.07826 -0.31501 0.09054 1.196 -0.360 0.303
S 2.64017 0.12955 0.00475 0.001 -0.166 0.056
H 0.18685 2.47370 0.04627 -0.232 -0.724 0.393
H -0.18729 1.61381 -1.27251 -0.439 -0.195 1.600
H -0.33055 0.72046 1.50327 0.390 -0.585 0.367
H -1.49169 -1.37084 0.79309 0.230 0.704 -0.695
H -1.46428 -0.72990 -0.90345 -0.659 0.223 -0.544
H 0.67013 -2.40938 -0.25492 0.189 0.063 -0.200
```
Positions in Å, forces in eV/Å.


Formula: C3H6N2S
Source: OMol25
Level of theory: ωB97M-V with the def2-TZVPD basis set

Structure (SMILES) ... C[C@@H]1CSN=N1
Spin multiplicity ... 1

XYZ file:
```
12
Properties=species:S:1:pos:R:3:forces:R:3
C -0.89766 -1.39988 0.27934 -1.032 0.616 1.848
C -0.11410 -0.15512 -0.15990 2.661 -2.063 -2.056
C 1.51257 0.67673 0.10079 -2.161 0.316 -0.998
S 0.84754 2.38725 0.12295 0.867 -1.018 -0.518
N -0.71978 1.93743 -0.28284 -1.560 4.427 0.538
N -1.11868 0.81696 -0.21073 0.317 -0.047 -1.181
H -1.06797 -1.57533 1.36583 0.762 -0.369 -0.764
H -1.91003 -1.12900 -0.04725 0.118 0.209 0.241
H -0.78301 -2.20979 -0.38229 1.138 -1.624 0.067
H 0.08636 -0.50561 -1.20890 -0.248 1.018 0.452
H 1.79421 0.50494 1.09097 0.992 -0.692 1.307
H 2.37054 0.65141 -0.66797 -1.854 -0.773 1.063
```
Positions in Å, forces in eV/Å.


Formula: C3H6N2S
Source: OMol25
Level of theory: ωB97M-V with the def2-TZVPD basis set

Structure (SMILES) ... C=N/N=C/SC
Spin multiplicity ... 1

XYZ file:
```
12
Properties=species:S:1:pos:R:3:forces:R:3
C 2.65008 0.16332 -0.11770 -0.025 -3.468 0.578
N 1.79696 -0.81044 0.02008 2.413 0.562 -0.971
N 0.52544 -0.36717 0.08478 -3.648 -2.195 -0.007
C -0.36549 -1.35473 0.01264 0.470 1.445 0.684
S -2.11621 -0.90690 -0.09229 1.842 0.862 -0.099
C -2.07112 1.00261 -0.03757 1.163 -1.081 0.945
H 2.30831 1.14715 0.12421 0.271 0.893 -0.486
H 3.67975 -0.24554 -0.33652 -1.026 1.289 0.483
H -0.17164 -2.50291 0.09621 -0.007 2.224 -0.421
H -1.62494 1.24904 0.97012 0.031 -0.177 -1.319
H -1.46370 1.51381 -0.91214 -1.863 -1.143 1.777
H -3.14745 1.11175 0.18816 0.379 0.787 -1.162
```
Positions in Å, forces in eV/Å.


Formula: C3H6N2S
Source: OMol25
Level of theory: ωB97M-V with the def2-TZVPD basis set

Structure (SMILES) ... S=CNN1CC1
Spin multiplicity ... 1

XYZ file:
```
12
Properties=species:S:1:pos:R:3:forces:R:3
S 2.77272 -0.66809 -0.29020 0.313 0.433 0.198
C 1.91472 0.69538 0.04347 0.718 -0.568 0.505
N 0.61884 0.77869 -0.16376 -0.933 2.211 0.222
N -0.10425 -0.26931 -0.71986 -0.200 0.414 0.697
C -1.49607 -0.08090 -0.40307 -2.186 0.166 0.077
C -0.72037 -1.08046 0.34843 -0.267 -1.424 -0.496
H 2.28823 1.58398 0.57630 0.147 -0.280 -0.468
H 0.08834 1.66178 0.03048 0.860 -1.307 -0.279
H -1.89407 0.74014 0.26166 0.850 -0.454 -1.067
H -2.17030 -0.33529 -1.23825 0.318 -0.014 0.696
H -0.79911 -2.15455 0.17984 0.079 0.336 -0.370
H -0.49867 -0.87136 1.37497 0.301 0.487 0.284
```
Positions in Å, forces in eV/Å.


Formula: C3H6N2S
Source: OMol25
Level of theory: ωB97M-V with the def2-TZVPD basis set

Spin multiplicity ... 1
Net charge ... +2

XYZ file:
```
12
Properties=species:S:1:pos:R:3:forces:R:3
C 1.70428 -2.21441 -0.35363 2.574 -0.534 0.273
C 0.42253 -1.06502 -0.76324 -0.435 1.295 0.121
C -0.89447 1.33876 0.19402 0.888 -1.044 -0.137
N 1.71709 -0.86815 -0.21202 -0.930 -0.604 0.361
N -1.95914 1.93131 0.48223 -0.998 0.989 0.527
S 0.77552 -2.49440 -1.72234 -0.043 -0.133 0.068
H 2.11804 -2.88168 0.40718 -0.612 -0.227 -0.003
H -0.54132 1.56427 -0.84588 0.174 -0.801 1.174
H -0.48994 0.61095 0.95440 -0.018 1.254 -1.063
H -2.38361 2.46714 -0.25649 -0.504 0.638 -0.049
H -2.38500 2.00525 1.41294 0.002 -0.476 -0.278
H 1.91601 -0.39403 0.70283 -0.099 -0.357 -0.994
```
Positions in Å, forces in eV/Å.


Formula: C3H6N2S2
Source: OMol25
Level of theory: ωB97M-V with the def2-TZVPD basis set

Structure (SMILES) ... [H]/N=C/N(S)C(C)=S
Spin multiplicity ... 1

XYZ file:
```
13
Properties=species:S:1:pos:R:3:forces:R:3
H -2.20812 -2.67035 0.18920 0.132 -0.582 -0.432
N -2.02062 -1.71344 -0.04530 0.567 1.446 0.424
C -0.77797 -1.42823 0.00776 0.038 -2.410 0.241
N -0.27981 -0.14875 0.01418 -0.741 0.879 -0.439
S -1.50000 1.11413 -0.01253 0.804 0.619 0.075
C 1.04161 0.17254 -0.01573 1.723 -0.301 0.039
C 1.39152 1.65049 0.01087 -0.227 -0.439 -0.148
S 2.32126 -0.90956 -0.02837 -1.170 0.298 -0.039
H -0.00230 -2.21714 0.06263 -0.168 0.736 0.136
H -2.44562 0.21387 -0.21650 -0.594 -0.467 -0.069
H 1.03236 2.13051 -0.92087 -0.145 0.005 0.686
H 2.48132 1.72784 0.01586 -0.318 0.013 0.157
H 0.96637 2.07808 0.93879 0.099 0.205 -0.631
```
Positions in Å, forces in eV/Å.


Formula: C3H6N2S2
Source: OMol25
Level of theory: ωB97M-V with the def2-TZVPD basis set

Structure (SMILES) ... [H]/N=C\NC(=S)SC
Spin multiplicity ... 1

XYZ file:
```
13
Properties=species:S:1:pos:R:3:forces:R:3
H 2.53618 1.09120 -0.32647 0.050 -1.156 0.443
N 3.03891 0.23612 -0.01343 0.562 1.228 -0.411
C 2.40286 -0.81870 0.15649 -1.564 0.562 -0.390
N 0.97543 -1.03512 -0.00592 0.936 2.043 -0.088
C -0.03228 -0.10412 -0.05706 0.530 0.446 0.063
S 0.16416 1.54062 -0.03813 -0.152 -0.598 -0.062
S -1.59757 -0.93885 -0.15638 0.229 -0.262 0.082
C -2.74779 0.35960 0.22427 -0.937 0.298 0.191
H 2.94836 -1.69578 0.45642 -0.189 -0.593 0.127
H 0.65001 -1.92133 0.22077 -0.347 -1.971 0.341
H -2.32562 1.28844 -0.16424 -0.391 -0.046 -0.095
H -3.75043 0.11120 -0.16410 0.676 0.085 -0.519
H -2.96108 0.47043 1.28303 0.597 -0.035 0.317
```
Positions in Å, forces in eV/Å.


no.,molar mass (g mol⁻¹),E (a.u.)
1,150.23,-1098.9108
2,150.23,-1098.8787
3,102.16,-625.5286
4,102.16,-625.5742
5,102.16,-625.4714
6,102.16,-625.5043
7,102.16,-625.5114
8,102.16,-624.7568
9,134.23,-1023.7582
10,134.23,-1023.7785